The following is a quantum chemistry calculation of a structure of composition C31H36Cl5IrN9OS, from OMol25.

Values from the calculation:
LUMO (spin up / spin down)	-5.39 / -8.24	eV
strongest force on any atom	0.0129	hartree/bohr
2S+1	6
energy relative to the best compared isomer or geometry (same formula, charge and spin)	0.784	eV
frontier orbital gap (spin up / spin down)	0.2893 / 0.1914	Eh
E	-124458.361	eV
charge	+2
HOMO (spin up / spin down)	-13.3 / -13.4	eV

Last column: Löwdin spin population.
Atoms and positions in Å:
1 Ir 0.43848 0.06019 -0.76215  2.45
2 Cl -2.76973 6.57164 -1.79288  0.11
3 C -2.22542 4.99060 -1.96015  0.22
4 C -0.99824 4.60845 -1.32870  0.02
5 Cl -0.09506 5.75590 -0.45060  0.00
6 C -0.56723 3.32615 -1.45019  0.10
7 Cl 0.95475 2.79230 -0.84463  0.07
8 C -1.32099 2.32452 -2.16498  0.11
9 O -0.98902 1.12082 -2.17210  0.31
10 C -2.50569 2.77269 -2.87685  0.15
11 Cl -3.28740 1.64138 -3.85035  0.07
12 C -2.95373 4.06898 -2.74320  -0.02
13 Cl -4.38115 4.56871 -3.52404  -0.02
14 C -4.56266 -3.26255 -1.23899  0.00
15 C -3.87098 -2.02339 -1.80818  0.00
16 C -4.07268 -0.77920 -0.97191  0.04
17 C -5.33192 -0.18600 -1.00498  0.00
18 C -5.59120 1.00493 -0.35492  0.04
19 C -4.57121 1.64606 0.33301  0.00
20 C -3.29787 1.09883 0.39764  0.03
21 C -2.26662 1.76857 1.26134  0.00
22 C -2.27163 1.20751 2.68457  0.00
23 C -3.06210 -0.13330 -0.23826  0.02
24 N -1.77041 -0.72132 -0.16591  0.30
25 C -1.73480 -1.98651 0.11158  -0.04
26 C -0.57635 -2.72186 -0.22066  0.27
27 C -0.37881 -4.13901 -0.19852  0.05
28 C 0.72133 -4.37353 -0.95531  0.15
29 C 1.18533 -3.07771 -1.41193  0.25
30 N 0.43296 -2.10047 -0.94441  0.09
31 H -4.37037 -4.13249 -1.86584  0.00
32 H -5.64199 -3.11894 -1.19281  0.00
33 H -4.23004 -3.49282 -0.22471  0.00
34 H -4.29033 -1.81528 -2.79560  0.00
35 H -2.81212 -2.22124 -1.97913  0.00
36 H -6.11630 -0.66697 -1.57731  0.00
37 H -6.58219 1.43786 -0.38866  0.00
38 H -4.76978 2.57697 0.85176  0.00
39 H -2.48533 2.83923 1.29077  0.00
40 H -1.27626 1.64937 0.82619  0.00
41 H -3.26510 1.29235 3.12491  0.00
42 H -1.57781 1.74867 3.32907  0.00
43 H -1.99476 0.15020 2.69030  0.00
44 H -2.61168 -2.50618 0.48985  0.00
45 H -1.01704 -4.85563 0.29316  0.00
46 H 1.17620 -5.31903 -1.20199  0.01
47 H 2.01086 -2.89735 -2.07918  0.01
48 C -0.11933 -2.83706 4.69985  0.00
49 C 1.10621 -2.55232 3.83115  0.00
50 C 1.02447 -1.22588 3.14949  0.00
51 N 0.85846 -1.07104 1.88616  0.02
52 N 0.78745 0.26091 1.49837  0.09
53 C 0.89266 1.08176 2.51782  0.01
54 N 0.88237 2.42364 2.44682  0.00
55 S 1.10301 0.27396 4.02574  0.01
56 H -0.02796 -3.81593 5.16649  0.00
57 H -1.03264 -2.82641 4.10365  0.00
58 H -0.22728 -2.10038 5.49687  0.00
59 H 1.21189 -3.30105 3.04539  0.00
60 H 2.01484 -2.58782 4.43562  0.00
61 H 0.78338 2.88946 1.56357  0.00
62 H 0.97501 2.98423 3.27502  0.00
63 C 3.65880 -1.04581 -1.34495  0.00
64 N 3.07874 0.26472 -0.94386  0.07
65 C 3.66277 1.28706 -1.86949  0.00
66 N 5.10999 1.29574 -1.85203  0.00
67 C 5.59941 -0.02975 -2.23718  0.00
68 N 5.10538 -1.06615 -1.32418  0.00
69 C 5.55431 -0.74091 0.03346  0.00
70 N 5.06389 0.57282 0.46214  0.00
71 C 3.61608 0.55820 0.41943  0.00
72 C 5.55690 1.57821 -0.48532  0.00
73 H 3.31085 -1.27093 -2.35605  0.00
74 H 3.29117 -1.79584 -0.64199  0.00
75 H 3.31897 2.27573 -1.56955  0.00
76 H 3.30240 1.07744 -2.87877  0.00
77 H 6.68869 -0.02821 -2.21951  0.00
78 H 5.26787 -0.25555 -3.25211  0.00
79 H 6.64344 -0.74163 0.05770  0.00
80 H 5.18960 -1.50312 0.72513  0.00
81 H 3.23749 1.53519 0.73339  0.00
82 H 3.24368 -0.20554 1.10296  0.00
83 H 6.64607 1.58663 -0.46112  0.00
84 H 5.19506 2.56349 -0.18426  0.00



The following is a quantum chemistry calculation of a structure of composition C31H36N5O10SiW, from OMol25.

Values from the calculation:
LUMO (spin up / spin down)	2.11 / 2.07	eV
strongest force on any atom	0.0092	hartree/bohr
2S+1	3
energy relative to the best compared isomer or geometry (same formula, charge and spin)	0.934	eV
frontier orbital gap (spin up / spin down)	0.1710 / 0.2633	Eh
E	-70360.970	eV
charge	-1
HOMO (spin up / spin down)	-2.5 / -5.1	eV

Last column: Löwdin spin population.
Atoms and positions in Å:
1 W -0.08955 -0.31768 0.22015  0.86
2 C -1.77601 0.28657 -2.66295  0.00
3 N -0.53746 0.78388 -2.00557  0.00
4 C 0.55817 0.39177 -2.92399  0.00
5 C 1.85971 1.16347 -2.79220  0.00
6 C 2.35618 1.36825 -1.37012  0.00
7 N 2.10174 0.23194 -0.49238  0.00
8 C 3.15081 -0.31944 -0.01310  0.01
9 C 3.21522 -1.20553 1.12374  0.00
10 C 4.31068 -2.04507 1.32808  0.00
11 C 4.39008 -2.82238 2.46707  0.00
12 C 3.38507 -2.72164 3.42993  0.00
13 C 2.30763 -1.87337 3.26123  0.00
14 C 2.18983 -1.11096 2.09010  0.00
15 O 1.17085 -0.31185 1.89844  0.01
16 C -0.69101 2.24832 -1.90995  0.00
17 C -1.71837 2.77081 -0.88080  0.01
18 C -2.47519 1.83438 0.10011  0.02
19 N -2.09002 0.43038 0.22064  0.20
20 C -3.17399 -0.37119 0.45227  0.33
21 C -3.26242 -1.72080 0.07062  0.03
22 C -4.36612 -2.53974 0.39624  0.10
23 C -4.44761 -3.84497 -0.04230  -0.01
24 C -3.42695 -4.39152 -0.81998  0.12
25 C -2.31270 -3.61837 -1.13755  0.00
26 C -2.21368 -2.30520 -0.69651  0.08
27 O -1.13296 -1.57928 -1.00461  0.06
28 H -1.95769 0.90199 -3.55141  0.00
29 H -2.62017 0.34727 -1.98524  0.00
30 H -1.64816 -0.74648 -2.96185  0.00
31 H 0.21169 0.49755 -3.95964  0.00
32 H 0.72998 -0.67255 -2.74772  0.00
33 H 1.77193 2.14383 -3.26807  0.00
34 H 2.60932 0.60860 -3.36155  0.00
35 H 1.86867 2.21794 -0.89343  0.00
36 H 3.42649 1.58986 -1.38705  0.00
37 H 4.11654 -0.02934 -0.43274  0.00
38 H 5.08342 -2.09969 0.56842  0.00
39 H 5.21904 -3.50197 2.61425  0.00
40 H 3.44073 -3.32996 4.32508  0.00
41 H 1.51515 -1.81301 3.99677  0.00
42 H -0.94742 2.61725 -2.91177  0.00
43 H 0.26879 2.68104 -1.65534  0.00
44 H -2.48536 3.33261 -1.42065  0.00
45 H -1.17706 3.50046 -0.28886  0.00
46 H -3.51494 1.82317 -0.23449  0.00
47 H -2.48646 2.33690 1.07925  0.00
48 H -4.02524 0.07315 0.96646  0.02
49 H -5.15788 -2.12440 1.01090  0.00
50 H -5.30546 -4.44948 0.22826  0.00
51 H -3.48649 -5.41809 -1.16055  0.01
52 H -1.49170 -4.02802 -1.71603  0.00
53 O -1.37920 -3.00467 3.10512  0.01
54 C -0.85471 -2.65492 2.06679  0.01
55 O -0.97581 -1.43242 1.62227  0.03
56 C 0.00031 -3.63401 1.30812  0.00
57 C -0.10346 -4.95294 1.68353  0.00
58 C 0.68472 -5.92059 1.07201  0.00
59 C 1.61669 -5.58926 0.11142  0.00
60 C 1.72518 -4.26935 -0.27267  0.00
61 C 0.90273 -3.23835 0.28115  0.00
62 O 1.04728 -2.02943 -0.09400  0.02
63 N 2.75199 -3.97667 -1.26853  0.00
64 O 2.74384 -2.90986 -1.85143  0.00
65 O 3.59511 -4.84129 -1.47508  0.00
66 N 0.55157 -7.31205 1.46729  0.00
67 O -0.24685 -7.58783 2.34451  0.00
68 O 1.25299 -8.14075 0.90754  0.00
69 H -0.80397 -5.20854 2.46451  0.00
70 H 2.24958 -6.33984 -0.33179  0.00
71 C -0.24405 1.75573 3.56072  0.00
72 Si 0.58719 2.40427 2.01185  0.00
73 C 2.45726 2.54620 2.19747  0.00
74 C 0.01852 4.20009 1.81206  0.00
75 O 0.11543 1.60608 0.65540  0.04
76 H -0.06138 2.42857 4.40433  0.00
77 H 0.10500 0.75636 3.81647  0.00
78 H -1.32471 1.69709 3.40514  0.00
79 H 2.68757 3.05770 3.13771  0.00
80 H 2.88824 3.14827 1.39180  0.00
81 H 2.95815 1.57861 2.21378  0.00
82 H 0.36033 4.77655 2.67842  0.00
83 H -1.06989 4.28945 1.77066  0.00
84 H 0.43533 4.67396 0.91875  0.00



Question: Number 2 is which compound?
Answer: C31H36N5O10SiW



Question: Which formula does entry 1 have?
Answer: C31H36Cl5IrN9OS



Question: Which of these has the highest strongest force on any atom?
Answer: C31H36Cl5IrN9OS



Question: Look up the energy relative to the best compared isomer or geometry (same formula, charge and spin) of the first one.
Answer: 0.784 eV